Molecular formula: C29H29Cl5I2MnN8O2P
Method: DFT, wB97M-V/def2-TZVPD

```
77
Properties=species:S:1:pos:R:3:mulliken_charge:R:1
Mn 0.3047 0.5741 0.5050 0.281
I -3.8467 5.9717 -1.7535 0.037
C -3.1102 4.1683 -1.0046 -0.532
C -3.3458 3.8347 0.3203 -0.378
C -2.8788 2.6284 0.8035 -0.218
I -3.1572 2.1529 2.8142 -0.012
C -2.1797 1.7117 0.0062 0.434
O -1.7543 0.5634 0.4585 -0.898
C -1.9230 2.1056 -1.3285 1.143
C -1.2758 1.1145 -2.2563 -0.918
N -0.0079 0.4826 -1.7848 0.039
C 0.0785 -0.9284 -2.1682 -0.736
C 0.7689 -1.8162 -1.1566 0.691
C 1.6251 -2.8375 -1.5341 -0.825
C 2.1408 -3.6808 -0.5619 -0.278
C 1.7845 -3.4851 0.7616 -0.872
C 0.9333 -2.4341 1.0580 -0.333
N 0.4305 -1.6216 0.1276 -0.034
C -2.3783 3.3195 -1.8193 -0.620
H -3.8582 4.5210 0.9788 0.346
H -1.1277 1.5733 -3.2393 0.315
H -1.9787 0.2868 -2.3881 0.276
H 0.7992 1.0113 -2.1052 0.187
H 0.5084 -1.0949 -3.1639 0.260
H -0.9513 -1.2947 -2.2017 0.428
H 1.8721 -2.9691 -2.5788 0.436
H 2.8177 -4.4797 -0.8350 0.447
H 2.1639 -4.1148 1.5534 0.453
H 0.6301 -2.2338 2.0803 0.588
H -2.1518 3.6082 -2.8382 0.339
Cl 0.6797 0.6240 3.4366 -0.159
C 1.5241 2.1325 3.1889 0.434
C 1.3326 2.7807 1.9874 -0.795
C 2.0200 3.9558 1.6644 -0.954
Cl 2.4689 3.3860 -1.0258 -0.334
C 2.8535 4.5632 2.5347 0.106
Cl 3.7072 6.0049 2.1107 -0.201
C 3.0664 3.9212 3.7922 0.480
Cl 4.1659 4.6240 4.9310 -0.245
C 2.4184 2.7279 4.0902 0.422
Cl 2.7157 1.9247 5.5958 -0.209
C 5.9741 -1.0593 1.7307 -1.163
N 4.5545 -1.0141 1.4198 0.551
C 3.7167 -1.2033 2.5936 -0.512
P 4.0537 -0.0237 0.1826 -2.677
O 2.6033 0.2835 0.2861 1.570
N 4.3896 -0.8081 -1.2398 1.126
C 5.2851 -1.9266 -1.4040 -1.238
C 3.9876 -0.1469 -2.4677 -1.131
N 5.0165 1.3157 0.1866 1.368
C 6.1825 1.5541 -0.6312 -1.023
C 4.8976 2.2154 1.3234 -1.098
H 6.2389 -2.0549 2.0960 0.378
H 6.2392 -0.3295 2.5034 0.300
H 6.5785 -0.8550 0.8486 0.341
H 3.8477 -2.2158 2.9847 0.266
H 2.6740 -1.0516 2.3366 -0.311
H 3.9771 -0.4904 3.3843 0.260
H 5.3634 -2.4862 -0.4747 0.342
H 6.2919 -1.6209 -1.7224 0.210
H 4.8878 -2.5974 -2.1713 0.352
H 3.3185 0.6827 -2.2415 0.129
H 3.4644 -0.8521 -3.1194 0.301
H 4.8458 0.2507 -3.0218 0.396
H 6.2789 0.8002 -1.4071 0.272
H 7.0961 1.5388 -0.0222 0.270
H 6.1157 2.5357 -1.1100 0.265
H 4.0254 1.9537 1.9244 -0.142
H 4.7617 3.2417 0.9806 0.444
H 5.7938 2.1640 1.9523 0.398
N 0.6535 2.5969 0.8399 0.308
C 1.3094 3.8496 0.2895 1.675
C 0.4667 4.9699 -0.1683 0.239
C 0.3643 5.3229 -1.5165 -0.174
N 0.2931 5.6095 -2.6387 -0.811
C -0.2761 5.6526 0.8056 -0.253
N -0.8618 6.2168 1.6320 -0.823
```

Total charge: -1
HOMO energy (alpha / beta), eV: -3.614 / -3.648
Spin multiplicity: 6

Molecular formula: C29H29F10N5S4Sc
Method: DFT, wB97M-V/def2-TZVPD

```
78
Properties=species:S:1:pos:R:3:mulliken_charge:R:1
Sc 0.3133 -0.5356 0.5748 -1.162
C 2.7213 -1.4735 2.9041 -1.828
N 2.5210 -0.6468 1.7042 1.503
C 3.4870 -1.1241 0.6924 -1.699
C 3.1746 -0.5612 -0.6700 -0.764
N 1.7572 -0.7977 -0.9260 0.718
C 1.3995 -1.0881 -2.2155 -0.043
C 2.0132 -0.6578 -3.3987 0.777
F 3.0875 0.1485 -3.3441 -0.403
C 1.5075 -0.9684 -4.6497 0.189
F 2.1315 -0.5205 -5.7380 -0.323
C 0.3410 -1.6979 -4.7922 0.789
F -0.1427 -1.9813 -5.9992 -0.314
C -0.3201 -2.1110 -3.6513 -0.368
F -1.4635 -2.7934 -3.7316 -0.334
C 0.2204 -1.8028 -2.4279 -0.600
F -0.4581 -2.1575 -1.2893 0.301
C 2.7977 0.7630 2.0680 -0.955
C 1.5200 1.4179 2.5479 -1.420
N 0.4755 1.2931 1.5147 0.680
C -0.0143 2.5253 1.0739 0.038
C -1.3739 2.8009 0.9241 -0.399
F -2.2695 1.8479 1.2612 -0.352
C -1.8705 3.9732 0.3880 0.181
F -3.1844 4.1430 0.2657 -0.363
C -1.0000 4.9689 -0.0081 0.766
F -1.4569 6.1134 -0.5025 -0.329
C 0.3593 4.7527 0.1239 0.225
F 1.2204 5.6856 -0.2791 -0.337
C 0.8234 3.5577 0.6344 0.530
F 2.1558 3.3586 0.6320 -0.394
H 3.7794 -1.4856 3.1844 0.341
H 2.1600 -1.0661 3.7425 0.613
H 2.4105 -2.4973 2.7013 0.333
H 4.5088 -0.8757 1.0013 0.331
H 3.3961 -2.2113 0.6437 0.476
H 3.4330 0.5014 -0.7266 0.444
H 3.8054 -1.0750 -1.3967 0.602
H 3.5865 0.8067 2.8264 0.363
H 3.1453 1.2976 1.1871 0.462
H 1.1824 0.9529 3.4775 0.607
H 1.7239 2.4634 2.7785 0.512
C -2.9852 -0.7681 2.6543 -0.963
C -2.2816 -1.4208 3.8278 -0.920
S -0.4770 -1.2225 3.7555 0.168
C 0.0075 -2.9196 4.1596 -1.085
C -0.3050 -3.9693 3.0950 -1.002
S 0.0669 -3.5202 1.3621 0.128
C -1.5344 -3.9465 0.6261 -0.813
C -2.7101 -3.0725 1.0534 -1.144
S -2.4129 -1.2745 1.0061 0.356
H -2.8242 0.3070 2.6711 0.217
H -4.0584 -0.9488 2.7039 0.583
H -2.4955 -2.4854 3.8955 0.446
H -2.6486 -0.9618 4.7456 0.619
H -0.4854 -3.2041 5.0897 0.590
H 1.0708 -2.8783 4.3715 0.469
H -1.3621 -4.2291 3.1167 0.496
H 0.2508 -4.8784 3.3217 0.577
H -1.7502 -4.9831 0.8860 0.675
H -1.3823 -3.9112 -0.4488 0.277
H -3.0223 -3.3047 2.0691 0.517
H -3.5583 -3.2806 0.4026 0.594
N -1.0352 3.5304 -5.3324 -0.294
C -1.9269 3.3255 -4.3534 -0.332
S -3.3876 4.0697 -4.2653 -0.282
C -1.4861 2.4064 -3.2684 0.600
C -0.1945 2.4519 -2.7525 -1.057
C 0.1444 1.6148 -1.7136 -0.485
N -0.7019 0.7342 -1.1524 2.407
C -1.9382 0.6877 -1.6743 -0.923
C -2.3682 1.4925 -2.7082 -1.022
H -1.2845 4.1414 -6.0933 0.225
H -0.2071 2.9658 -5.4245 0.191
H 0.5391 3.1532 -3.1298 0.687
H 1.1483 1.6437 -1.3076 0.240
H -2.6235 -0.0163 -1.2257 0.329
H -3.3849 1.4281 -3.0684 0.535
```

Total charge: +1
HOMO energy, eV: -10.539
Spin multiplicity: 1

Molecular formula: C29H29FN7O3SV
Method: DFT, wB97M-V/def2-TZVPD

```
71
Properties=species:S:1:pos:R:3:mulliken_charge:R:1
V -0.0147 0.0169 0.1289 0.313
N 1.6917 -3.0948 -2.2159 -0.384
C 1.4552 -2.1021 -1.3490 0.700
S 0.5371 -0.7174 -1.9621 -0.472
N 1.9568 -2.2320 -0.1404 -1.206
N 1.5950 -1.1300 0.6157 1.028
C 2.3472 -0.7528 1.5789 0.252
C 3.6071 -1.4024 1.9893 -0.282
C 4.7950 -0.6783 1.9784 -0.100
C 5.9801 -1.2920 2.3581 -0.804
C 5.9709 -2.6180 2.7685 -0.397
C 4.7818 -3.3365 2.7893 -0.738
C 3.5993 -2.7341 2.3924 -0.047
C 1.8909 0.5348 2.2070 0.777
C 2.4256 1.0484 3.3646 -0.669
C 1.9513 2.2658 3.8427 -0.484
C 0.9607 2.9368 3.1507 -0.833
C 0.4563 2.3558 2.0028 0.079
N 0.9061 1.1838 1.5401 -0.190
H 1.4246 -3.0060 -3.1792 0.209
H 2.2640 -3.8717 -1.9306 0.242
H 4.8009 0.3564 1.6547 0.501
H 6.9074 -0.7358 2.3344 0.405
H 6.8935 -3.0944 3.0724 0.417
H 4.7767 -4.3695 3.1100 0.405
H 2.6732 -3.2930 2.3870 0.444
H 3.2023 0.5001 3.8788 0.550
H 2.3573 2.6836 4.7547 0.464
H 0.5751 3.8869 3.4899 0.419
H -0.3277 2.8188 1.4180 0.494
C -7.5231 1.4267 0.2364 -0.942
C -6.8234 0.6117 -0.8321 -1.005
N -5.3564 0.8184 -0.8268 0.148
C -4.5895 -0.0712 -0.1985 -0.187
C -3.2217 0.0157 -0.0749 -0.237
C -2.5871 -1.1173 0.7057 0.385
O -3.2888 -1.9029 1.2792 -0.636
O -1.2571 -1.1894 0.7117 -0.675
C -2.5713 1.1313 -0.6272 1.571
O -1.3176 1.3387 -0.5420 -0.850
C -3.3910 2.1147 -1.3073 0.739
C -2.8001 3.2387 -1.8987 -0.616
C -3.5741 4.1530 -2.5423 0.482
F -2.9976 5.2612 -3.0407 -0.329
C -4.9707 3.9983 -2.6709 -1.455
C -5.5499 2.8936 -2.0842 -0.733
C -4.7755 1.9477 -1.3973 0.326
N -5.8129 4.9016 -3.3779 0.276
C -5.2844 5.7284 -4.4546 -0.605
C -6.4171 6.1408 -5.3718 -0.947
N -7.4465 6.9012 -4.5641 -0.158
C -7.9634 6.0502 -3.4270 -0.716
C -6.7927 5.6175 -2.5716 -0.403
H -8.5952 1.2370 0.2004 0.390
H -7.3599 2.4973 0.1048 0.273
H -7.1653 1.1520 1.2286 0.338
H -7.1897 0.8297 -1.8335 0.433
H -6.9721 -0.4548 -0.6814 0.480
H -5.0925 -0.9214 0.2460 0.584
H -1.7310 3.3861 -1.8288 0.596
H -6.6131 2.7478 -2.2018 0.646
H -4.5741 5.1627 -5.0523 0.476
H -4.7611 6.6207 -4.0883 0.441
H -6.9373 5.2804 -5.7879 0.368
H -6.0810 6.7953 -6.1728 0.431
H -8.2149 7.2184 -5.1572 0.354
H -7.0101 7.7442 -4.1806 0.396
H -8.4517 5.1969 -3.8940 0.362
H -8.6920 6.6378 -2.8733 0.395
H -7.1821 4.9777 -1.7828 0.318
H -6.3430 6.4944 -2.0789 0.192
```

Total charge: +2
HOMO energy (alpha / beta), eV: -12.193 / -12.285
Spin multiplicity: 3

Molecular formula: C29H29IN7O4Zn
Method: DFT, wB97M-V/def2-TZVPD

```
71
Properties=species:S:1:pos:R:3:mulliken_charge:R:1
Zn 0.8878 0.2994 -0.5929 1.669
C 1.8442 4.4128 0.8875 -1.748
C 1.8249 3.0944 0.1797 1.008
N 1.0817 2.1093 0.5205 0.930
N 0.2449 2.2600 1.5842 -0.870
C -0.3980 1.1230 1.8021 -0.354
O -0.2308 0.0280 1.1945 -0.484
C -1.4002 1.1504 2.9152 0.461
C -1.9109 -0.0539 3.3873 -0.176
C -2.8411 -0.0661 4.4164 -0.784
C -3.2752 1.1284 4.9748 -0.354
C -2.7719 2.3340 4.5017 -0.706
C -1.8357 2.3458 3.4788 -0.283
C 2.6444 2.8678 -1.0322 0.421
C 3.1365 3.9251 -1.7913 -0.844
C 3.8071 3.6384 -2.9669 -0.470
C 3.9618 2.3161 -3.3498 -0.737
C 3.4362 1.3284 -2.5294 -0.189
N 2.8168 1.5937 -1.3882 -0.162
H 1.4926 4.2774 1.9070 0.412
H 1.1841 5.1327 0.3941 0.193
H 2.8511 4.8330 0.8912 0.501
H -1.5739 -0.9710 2.9197 0.448
H -3.2341 -1.0085 4.7791 0.382
H -4.0070 1.1212 5.7737 0.376
H -3.1146 3.2684 4.9294 0.377
H -1.4335 3.2744 3.0974 0.407
H 2.9498 4.9459 -1.4882 0.382
H 4.1825 4.4409 -3.5900 0.392
H 4.4568 2.0466 -4.2728 0.383
H 3.4815 0.2818 -2.8026 0.430
N -0.1184 2.4599 -2.9005 -0.724
C -0.8512 2.5610 -1.8395 0.336
O -1.2601 1.6114 -1.1094 -0.564
C -1.3532 3.8793 -1.2233 -0.658
I -0.6772 5.7437 -2.1008 -0.150
H 0.4826 0.5128 -2.8557 0.133
H 0.0789 3.3752 -3.2899 0.139
H -1.0337 3.9202 -0.1848 0.081
H -2.4363 3.9259 -1.2761 0.502
C -3.3363 -0.5993 0.1505 -1.037
C -2.5934 -1.8639 -0.1775 0.433
C -1.7929 -1.9328 -1.3155 0.066
C -1.1508 -3.1112 -1.6677 0.010
C -1.2480 -4.2344 -0.8549 0.058
N -0.6150 -5.4829 -1.1746 -0.139
C 0.5482 -5.6710 -1.8875 0.150
O 0.6934 -6.6280 -2.6342 -0.730
N 1.5487 -4.7419 -1.7289 -0.043
C 1.7026 -3.8352 -0.6519 -0.354
C 1.7574 -4.2640 0.6618 -0.090
C 1.8479 -3.3172 1.6693 -0.818
C 1.8620 -1.9779 1.3246 -0.411
N 1.8255 -1.5662 0.0563 -0.252
C 1.7541 -2.4728 -0.9150 -0.161
C -2.0126 -4.1678 0.3024 -0.641
C -2.6893 -2.9991 0.6220 -0.671
H -2.7265 0.2744 -0.0839 -0.017
H -3.6179 -0.5675 1.2035 0.270
H -4.2528 -0.5382 -0.4439 0.409
H -1.6324 -1.0511 -1.9291 0.078
H -0.5522 -3.1385 -2.5692 0.500
H -1.2447 -6.2503 -1.3537 0.284
H 2.3000 -4.8520 -2.3891 0.226
H 1.7023 -5.3223 0.8865 0.452
H 1.8779 -3.6121 2.7092 0.405
H 1.8611 -1.2009 2.0767 0.520
H 1.6523 -2.0624 -1.9173 0.742
H -2.0700 -5.0344 0.9517 0.381
H -3.2898 -2.9602 1.5253 0.388
O 0.8021 -0.2861 -2.3954 -1.115
```

Total charge: -1
HOMO energy, eV: -5.167
Spin multiplicity: 1

Calculated strongest force on any atom, 0.8; 0.4; 1.1; 0.6 eV/A (same order as the records).
Calculated relative energy (zero: lowest compared OMol25 entry of this formula, charge and spin), 166.2; 0.0; 9.1; 0.3 kJ/mol (same order as the records).